ORCA calculation (wB97M-V/def2-TZVPD) on a structure of composition C33H44N4SSbY.

Calculated values
Net charge ... +2

Positions of all 84 atoms, in Å:
Y 1.961 0.164 1.495
C -1.863 -0.609 2.423
C -1.617 0.826 1.927
N -0.446 0.986 1.043
C -0.463 2.337 0.440
C 0.882 2.729 -0.136
N 1.977 2.557 0.850
C 1.981 3.599 1.917
C 1.251 3.259 3.217
C 1.982 2.320 4.169
N 1.793 0.880 3.865
C 0.590 0.293 4.490
C 0.548 -1.197 4.190
N 0.539 -1.462 2.730
C -0.818 -1.690 2.161
H -2.767 -0.985 1.941
H -2.101 -0.576 3.488
H -1.483 1.513 2.764
H -2.513 1.173 1.405
H -0.543 0.314 0.282
H -0.758 3.044 1.216
H -1.224 2.408 -0.345
H 0.823 3.771 -0.465
H 1.114 2.113 -1.006
H 2.844 2.676 0.332
H 1.558 4.518 1.502
H 3.024 3.815 2.155
H 0.242 2.886 3.027
H 1.114 4.207 3.741
H 1.659 2.513 5.196
H 3.055 2.523 4.132
H 2.586 0.398 4.279
H -0.289 0.798 4.098
H 0.598 0.449 5.573
H -0.314 -1.657 4.679
H 1.439 -1.670 4.610
H 1.045 -2.330 2.579
H -1.221 -2.623 2.568
H -0.686 -1.840 1.088
C 4.567 0.505 1.441
C 4.230 -0.188 0.259
C 3.809 -1.490 0.619
C 3.867 -1.593 2.024
C 4.346 -0.364 2.532
H 4.993 1.497 1.501
H 4.325 0.177 -0.753
H 3.536 -2.276 -0.067
H 3.677 -2.488 2.599
H 4.595 -0.155 3.563
S 1.214 -0.984 -1.082
Sb -0.689 -0.994 -2.389
C -2.457 -1.188 -1.276
C -3.240 -0.075 -0.980
C -4.437 -0.238 -0.292
C -4.849 -1.506 0.091
C -4.069 -2.618 -0.209
C -2.875 -2.462 -0.895
C -0.845 0.806 -3.435
C 0.317 1.529 -3.689
C 0.245 2.705 -4.422
C -0.980 3.152 -4.897
C -2.137 2.426 -4.651
C -2.074 1.248 -3.920
C -0.565 -2.620 -3.682
C -1.341 -2.640 -4.836
C -1.279 -3.743 -5.673
C -0.448 -4.809 -5.354
C 0.327 -4.780 -4.204
C 0.274 -3.681 -3.359
H -2.936 0.916 -1.303
H -5.057 0.622 -0.075
H -5.790 -1.633 0.609
H -4.404 -3.606 0.078
H -2.286 -3.336 -1.152
H 1.276 1.156 -3.346
H 1.145 3.265 -4.640
H -1.033 4.065 -5.474
H -3.088 2.774 -5.031
H -2.983 0.688 -3.728
H -1.980 -1.804 -5.098
H -1.872 -3.769 -6.577
H -0.401 -5.667 -6.011
H 0.978 -5.611 -3.969
H 0.894 -3.644 -2.471

ORCA calculation (wB97M-V/def2-TZVPD) on the molecule C5H9NS.

Calculated values
SMILES ... N[C@]12CS[C@H](C1)C2
Net charge ... 0

Positions of all 16 atoms, in Å:
N 2.328 -0.389 -0.006
C 0.909 -0.098 0.001
C -0.057 -1.284 0.004
S -1.700 -0.446 -0.001
C -0.741 1.125 -0.002
C 0.354 0.883 -1.054
C 0.351 0.886 1.055
H 2.577 -0.941 -0.826
H 2.593 -0.952 0.830
H 0.086 -1.893 0.903
H 0.057 -1.900 -0.900
H -1.382 2.001 -0.003
H 0.031 0.503 -2.041
H 1.006 1.740 -1.162
H 0.040 0.491 2.045
H 0.997 1.732 1.186

ORCA calculation (wB97M-V/def2-TZVPD) on a cluster of 2 separate species, C3H6N2O in total.

Calculated values
SMILES ... C=C=NO.C=N
Net charge ... 0

Positions of all 12 atoms, in Å:
C -0.060 1.911 -0.424
C 0.695 1.277 0.430
N 1.348 0.704 1.314
O 2.197 -0.297 0.805
H -1.028 1.485 -0.672
H 0.275 2.833 -0.887
H 2.646 -0.606 1.603
C -0.847 -1.576 -0.349
N -1.813 -0.756 -0.289
H -0.883 -2.535 -0.881
H 0.094 -1.322 0.145
H -2.623 -1.118 -0.796

ORCA calculation (wB97M-V/def2-TZVPD) on the molecule C3H3F2NOS.

Calculated values
SMILES ... O/N=C/SC=C(F)F
Net charge ... 0

Positions of all 11 atoms, in Å:
O -2.416 -1.189 -0.115
N -1.088 -0.642 0.196
C -1.173 0.668 0.232
S 0.038 1.855 0.176
C 1.517 1.064 -0.354
C 1.634 -0.243 0.127
F 1.399 -0.563 1.396
F 2.461 -1.226 -0.432
H -2.190 -2.166 -0.412
H -2.126 1.123 0.439
H 1.944 1.320 -1.252

ORCA calculation (wB97M-V/def2-TZVPD) on the molecule C3H4O3.

Calculated values
SMILES ... O=CC(O)C=O
Net charge ... 0

Positions of all 10 atoms, in Å:
O 2.175 0.636 -0.332
C 0.963 0.810 -0.229
C 0.035 -0.290 0.240
O 0.223 -1.447 -0.565
C -1.420 0.110 0.222
O -1.813 1.269 0.354
H 0.500 1.769 -0.519
H 0.289 -0.549 1.273
H 1.190 -1.587 -0.618
H -2.141 -0.723 0.174

ORCA calculation (wB97M-V/def2-TZVPD) on a cluster of 10 separate species, C28H83N7O10 in total.

Calculated values
SMILES ... COC[C@H](C)N.COC[C@H](C)N.COC[C@H](C)N.COC[C@H](C)N.COC[C@H](C)N.COC[C@H](C)N.COC[C@H](C)N.O.O.O
Net charge ... 0

Positions of all 128 atoms, in Å:
C 4.576 3.231 1.154
O 5.348 2.257 1.769
C 5.029 0.958 1.321
C 3.604 0.544 1.562
C 3.091 0.735 3.031
N 3.427 -0.821 1.119
H 4.576 3.162 0.057
H 5.092 4.186 1.384
H 3.522 3.227 1.533
H 5.237 0.832 0.236
H 5.740 0.355 1.859
H 3.039 1.217 0.955
H 2.084 1.222 3.104
H 3.780 1.357 3.589
H 3.005 -0.228 3.612
H 3.929 -1.446 1.753
H 3.729 -0.953 0.131
C 4.784 0.435 -2.590
O 5.619 1.504 -2.833
C 4.957 2.747 -2.778
C 5.786 3.919 -3.439
C 4.711 4.964 -3.841
N 6.455 3.497 -4.664
H 4.427 0.387 -1.492
H 5.169 -0.590 -2.844
H 3.887 0.651 -3.272
H 4.055 2.713 -3.308
H 4.707 3.115 -1.724
H 6.543 4.430 -2.794
H 4.034 4.450 -4.562
H 5.252 5.888 -4.197
H 4.046 5.275 -3.033
H 5.826 3.436 -5.403
H 6.788 2.516 -4.555
C 1.290 -4.906 -5.631
O 1.185 -3.848 -4.707
C -0.080 -3.590 -4.082
C 0.236 -2.856 -2.808
C -1.005 -2.613 -1.884
N 1.000 -1.587 -2.974
H 1.057 -5.847 -5.123
H 2.365 -4.804 -5.988
H 0.649 -4.805 -6.493
H -0.728 -3.101 -4.781
H -0.548 -4.541 -3.742
H 0.966 -3.467 -2.215
H -1.709 -1.902 -2.300
H -0.652 -2.263 -0.919
H -1.566 -3.514 -1.798
H 0.405 -0.880 -3.362
H 1.689 -1.715 -3.703
C -4.658 2.016 3.025
O -3.848 1.058 3.687
C -2.942 1.719 4.582
C -3.553 2.040 5.973
C -2.564 2.920 6.720
N -3.776 0.831 6.745
H -4.144 2.845 2.472
H -5.306 2.525 3.736
H -5.203 1.519 2.226
H -2.130 0.951 4.674
H -2.564 2.591 4.056
H -4.561 2.475 5.920
H -2.860 2.864 7.784
H -2.492 3.909 6.302
H -1.609 2.418 6.643
H -3.004 0.205 6.759
H -4.410 0.174 6.269
C -1.803 -1.876 2.798
O -2.149 -3.079 2.058
C -1.014 -3.857 1.844
C -1.240 -4.971 0.792
C -2.260 -5.955 1.394
N -0.030 -5.702 0.470
H -1.353 -2.138 3.763
H -2.715 -1.357 2.993
H -1.160 -1.242 2.200
H -0.170 -3.295 1.380
H -0.614 -4.302 2.737
H -1.630 -4.557 -0.135
H -2.852 -6.504 0.661
H -2.998 -5.439 2.052
H -1.655 -6.624 1.983
H 0.105 -6.350 1.286
H 0.797 -5.174 0.412
C 0.758 4.660 1.844
O 0.925 3.294 2.007
C -0.181 2.555 1.573
C -0.543 2.674 0.095
C -1.815 1.816 -0.169
N 0.551 2.162 -0.704
H 1.389 5.241 2.530
H -0.271 4.996 1.926
H 1.218 4.987 0.915
H 0.096 1.552 1.748
H -1.116 2.768 2.216
H -0.716 3.698 -0.244
H -2.622 2.189 0.427
H -1.591 0.814 0.157
H -2.009 1.713 -1.262
H 0.740 1.139 -0.626
H 1.459 2.561 -0.572
C -3.967 -0.208 -3.236
O -4.034 -1.297 -2.346
C -4.407 -0.880 -1.002
C -5.362 -1.824 -0.307
C -6.631 -1.936 -1.145
N -5.597 -1.239 1.035
H -4.626 -0.403 -4.096
H -2.978 0.050 -3.559
H -4.335 0.678 -2.759
H -3.526 -0.736 -0.376
H -4.953 0.037 -1.163
H -4.890 -2.785 -0.159
H -7.221 -0.946 -1.195
H -7.366 -2.653 -0.705
H -6.527 -2.241 -2.166
H -4.809 -1.318 1.649
H -6.381 -1.628 1.553
O -0.247 2.199 -3.839
H 0.007 2.367 -2.874
H -1.171 2.503 -4.017
O 3.799 -2.220 -1.653
H 2.913 -2.162 -1.945
H 4.063 -3.118 -1.721
O 1.002 -0.882 0.004
H 1.036 -0.903 -0.937
H 1.890 -0.851 0.506

ORCA calculation (wB97M-V/def2-TZVPD) on a cluster of 2 separate species, C4H7NO in total.

Calculated values
SMILES ... CC(=O)CC#N.[H][H]
Net charge ... 0

Positions of all 13 atoms, in Å:
C -1.186 -0.867 0.295
C -0.383 0.328 0.740
O -0.869 1.294 1.279
C 1.146 0.295 0.551
C 1.624 -0.595 -0.508
N 1.983 -1.303 -1.349
H -2.250 -0.630 0.358
H -0.920 -1.167 -0.724
H -0.964 -1.719 0.951
H 1.587 -0.022 1.504
H 1.483 1.318 0.362
H -0.446 1.317 -1.972
H -0.808 1.751 -1.488

ORCA calculation (wB97M-V/def2-TZVPD) on a cluster of 12 separate species, C30H93O39P9 in total.

Calculated values
SMILES ... COP(=O)(OC)OC.COP(=O)(OC)OC.COP(=O)(OC)OC.COP(=O)(OC)OC.COP(=O)(OC)OC.COP(=O)(OC)OC.COP(=O)(OC)OC.COP(=O)(OC)OC.COP(=O)(OC)OC.CO.CO.CO
Net charge ... 0

Positions of all 171 atoms, in Å:
C -5.637 2.638 -0.705
O -6.582 2.102 -1.674
P -8.190 2.303 -1.354
O -9.024 1.610 -2.368
O -8.370 1.794 0.175
C -8.011 0.542 0.582
O -8.567 3.874 -1.204
C -9.874 4.182 -0.842
H -6.093 3.129 0.155
H -5.095 3.487 -1.123
H -4.946 1.853 -0.401
H -7.553 -0.137 -0.137
H -8.805 0.003 1.099
H -7.239 0.671 1.340
H -10.283 4.818 -1.628
H -9.818 4.863 0.007
H -10.547 3.354 -0.621
C -7.698 2.516 5.433
O -6.492 2.862 4.797
P -5.072 2.316 5.432
O -4.694 2.884 6.788
O -4.005 2.705 4.280
C -2.596 2.298 4.468
O -5.132 0.646 5.347
C -5.713 -0.035 6.509
H -8.326 2.329 4.562
H -8.044 3.341 6.056
H -7.722 1.538 5.916
H -2.525 1.723 5.391
H -1.997 3.207 4.425
H -2.202 1.664 3.673
H -5.055 -0.868 6.754
H -6.622 -0.580 6.253
H -6.053 0.568 7.351
C 1.620 0.648 9.196
O 2.886 0.008 9.016
P 2.919 -1.451 8.199
O 1.954 -2.437 8.657
O 4.483 -1.903 8.337
C 5.562 -0.949 8.239
O 2.860 -1.012 6.619
C 3.320 -1.891 5.625
H 0.866 0.332 8.475
H 1.678 1.719 9.002
H 1.221 0.434 10.188
H 5.205 0.047 7.977
H 6.348 -1.287 7.563
H 6.099 -0.895 9.186
H 2.530 -2.112 4.908
H 3.641 -2.845 6.044
H 4.142 -1.559 4.992
C -0.092 -5.311 -3.577
O 0.683 -6.019 -4.559
P 0.984 -5.439 -6.027
O 1.809 -4.180 -6.081
O -0.464 -5.341 -6.728
C -0.577 -5.149 -8.148
O 1.700 -6.708 -6.774
C 1.107 -7.990 -6.824
H -0.196 -4.234 -3.712
H 0.303 -5.598 -2.603
H -1.090 -5.749 -3.568
H 0.095 -4.355 -8.472
H -1.619 -4.911 -8.365
H -0.293 -6.092 -8.614
H 1.807 -8.716 -6.410
H 0.909 -8.156 -7.883
H 0.173 -8.027 -6.264
C -0.353 8.903 -7.989
O -0.452 8.298 -6.645
P 0.718 7.374 -6.066
O 1.260 6.342 -7.010
O 1.841 8.368 -5.441
C 2.763 9.065 -6.243
O 0.028 6.769 -4.743
C 0.614 5.732 -4.024
H 0.222 9.827 -7.940
H -1.284 9.013 -8.544
H 0.141 8.176 -8.635
H 2.951 8.619 -7.220
H 3.728 9.072 -5.737
H 2.515 10.126 -6.201
H -0.082 4.914 -3.841
H 0.809 6.133 -3.029
H 1.539 5.364 -4.468
C -4.019 2.340 -6.790
O -2.993 1.951 -5.845
P -2.798 0.366 -5.552
O -1.972 0.083 -4.354
O -4.278 -0.346 -5.471
C -4.508 -1.723 -5.384
O -2.195 -0.214 -6.991
C -1.041 0.439 -7.430
H -4.081 1.835 -7.754
H -3.915 3.387 -7.073
H -4.985 2.126 -6.333
H -5.521 -1.929 -5.038
H -3.818 -2.088 -4.623
H -4.400 -2.226 -6.345
H -1.288 0.921 -8.376
H -0.322 -0.291 -7.801
H -0.560 1.100 -6.709
C 4.652 3.919 4.489
O 4.971 3.926 5.864
P 4.462 5.170 6.817
O 2.962 5.371 6.803
O 5.096 4.825 8.248
C 4.893 5.643 9.380
O 5.327 6.507 6.368
C 6.753 6.452 6.183
H 5.650 3.810 4.064
H 4.139 4.815 4.140
H 3.990 3.078 4.287
H 4.585 5.066 10.252
H 4.277 6.515 9.162
H 5.906 5.976 9.605
H 7.114 5.425 6.126
H 7.295 6.988 6.962
H 7.042 6.936 5.251
C 4.882 -8.456 -1.988
O 5.904 -7.814 -1.266
P 5.526 -6.492 -0.310
O 4.596 -6.828 0.817
O 6.984 -5.944 0.138
C 7.052 -4.817 0.897
O 5.119 -5.352 -1.383
C 5.921 -4.988 -2.497
H 5.176 -8.868 -2.953
H 4.043 -7.795 -2.207
H 4.417 -9.249 -1.402
H 6.982 -4.969 1.974
H 6.310 -4.085 0.582
H 7.945 -4.229 0.688
H 5.885 -3.932 -2.763
H 5.529 -5.522 -3.362
H 6.923 -5.366 -2.296
C -6.945 -5.225 2.746
O -5.702 -4.718 2.276
P -4.345 -5.442 2.808
O -4.275 -6.919 2.541
O -3.248 -4.480 2.087
C -3.308 -3.059 2.204
O -4.281 -5.025 4.372
C -3.139 -5.361 5.122
H -7.476 -4.489 3.350
H -6.934 -6.143 3.333
H -7.489 -5.552 1.859
H -2.520 -2.747 2.889
H -4.233 -2.629 2.589
H -3.000 -2.676 1.232
H -2.590 -4.463 5.405
H -2.510 -6.107 4.636
H -3.392 -5.757 6.105
C 7.735 0.725 -1.637
O 8.504 1.056 -0.569
H 8.120 1.107 -2.582
H 7.516 -0.329 -1.814
H 6.745 1.141 -1.450
H 8.371 2.007 -0.545
C 4.674 0.479 -7.074
O 4.372 -0.001 -5.735
H 4.124 0.022 -7.897
H 4.370 1.525 -7.111
H 5.688 0.399 -7.464
H 3.965 -0.868 -5.801
C 1.994 -0.737 -0.399
O 1.244 0.431 -0.417
H 2.320 -0.877 -1.430
H 2.934 -0.666 0.150
H 1.451 -1.569 0.047
H 0.702 0.333 -1.204

| no. | electronic energy (eV) | orbital gap (eV) | largest force on an atom (eV/A) |
| --- | --- | --- | --- |
| 1 | -59302.0944 | 9.381 | 0.56 |
| 2 | -17655.5285 | 9.377 | 1.18 |
| 3 | -8231.9955 | 10.448 | 0.78 |
| 4 | -22963.4090 | 9.244 | 5.52 |
| 5 | -9316.8814 | 10.437 | 2.39 |
| 6 | -61282.7087 | 9.566 | 3.19 |
| 7 | -7797.7656 | 11.149 | 1.16 |
| 8 | -196083.5030 | 10.321 | 3.57 |